Record 1
{"formula": "C7H15NO", "method": "ωB97M-V/def2-TZVPD", "de_lowest_kj_mol": 482.1, "total_energy_ev": -11035.6782, "gap_ev": 9.123, "smiles": "CC(C)=[NH+][O-].C=C(C)C", "elements": ["C", "C", "C", "N", "O", "H", "H", "H", "H", "H", "H", "H", "C", "C", "C", "C", "H", "H", "H", "H", "H", "H", "H", "H"], "positions_angstrom": [[-1.56213, -0.31510, -1.41718], [-1.33174, 0.01727, 0.07057], [-1.60940, 1.47070, 0.49724], [-1.23638, -0.95901, 0.85875], [-1.24895, -2.18940, 0.60889], [-1.73905, 0.65949, -1.88973], [-2.52852, -0.80772, -1.43900], [-0.66590, -0.84010, -1.64131], [-1.51360, 1.75321, 1.54036], [-2.59963, 1.71278, 0.06131], [-0.87162, 2.06044, -0.04609], [-1.16063, -0.63759, 1.80522], [1.04622, -1.97139, -0.76444], [1.25798, -0.77352, -0.12844], [1.46994, -0.45471, 1.31712], [1.46786, 0.49821, -0.85405], [1.25340, -1.82170, -1.80173], [0.74780, -2.86405, -0.22102], [0.78970, 0.27032, 1.70344], [2.36276, 0.08080, 1.47170], [1.45846, -1.37082, 1.98650], [2.47839, 0.62506, -0.82554], [1.04397, 1.34379, -0.29159], [1.09752, 0.61875, -1.83831]], "nbo_charge": [-0.676, 0.252, -0.662, -0.050, -0.561, 0.205, 0.236, 0.260, 0.223, 0.232, 0.223, 0.340, -0.437, 0.023, -0.655, -0.661, 0.199, 0.246, 0.191, 0.218, 0.223, 0.220, 0.197, 0.214]}

=====

Record 2
{"formula": "C7H15NO", "method": "ωB97M-V/def2-TZVPD", "de_lowest_kj_mol": 364.6, "total_energy_ev": -11036.8955, "gap_ev": 9.108, "smiles": "C=C/C=C/C[C@H](C)N.O", "elements": ["C", "C", "C", "C", "C", "C", "C", "N", "H", "H", "H", "H", "H", "H", "H", "H", "H", "H", "H", "H", "H", "O", "H", "H"], "positions_angstrom": [[2.71117, 0.59147, -2.86840], [1.94101, 0.98045, -1.87061], [0.59927, 0.53790, -1.65686], [0.04414, 0.35056, -0.44907], [-1.09283, -0.52144, -0.04851], [-2.01653, 0.33886, 0.97702], [-1.46616, 0.26742, 2.44801], [-3.38983, -0.11101, 0.89291], [2.19750, 0.07240, -3.72976], [3.69878, 0.73153, -2.89442], [2.31702, 1.51239, -1.02545], [0.20045, 0.19217, -2.62767], [0.51459, 0.79870, 0.47721], [-1.91035, -0.73827, -0.82960], [-0.57950, -1.48066, 0.27251], [-1.99124, 1.36067, 0.56207], [-1.78423, -0.64243, 3.12884], [-1.53213, 1.09213, 3.05579], [-0.43000, 0.03208, 2.36030], [-3.79231, 0.10994, -0.04559], [-3.60124, -0.81030, 1.57428], [3.20883, -1.81785, 0.51857], [2.92699, -1.92255, 1.41008], [3.22658, -0.92420, 0.36836]], "nbo_charge": [-0.373, -0.204, -0.235, -0.160, -0.465, -0.022, -0.619, -0.894, 0.185, 0.193, 0.186, 0.199, 0.185, 0.211, 0.228, 0.188, 0.203, 0.213, 0.200, 0.390, 0.390, -0.925, 0.463, 0.463]}

=====

Record 3
{"formula": "C7H15NO", "method": "ωB97M-V/def2-TZVPD", "de_lowest_kj_mol": 247.8, "total_energy_ev": -11038.1058, "gap_ev": 8.945, "smiles": "CC(C)C=O.CC(C)=N", "elements": ["C", "C", "C", "C", "O", "H", "H", "H", "H", "H", "H", "H", "H", "C", "C", "C", "N", "H", "H", "H", "H", "H", "H", "H"], "positions_angstrom": [[1.61004, -1.10149, 0.98643], [1.58751, 0.42268, 0.92593], [2.90216, 0.95056, 0.33972], [0.45870, 1.01172, 0.07714], [0.27009, 2.20483, -0.05878], [0.75979, -1.50008, 1.53554], [1.60656, -1.52566, -0.01750], [2.51662, -1.43509, 1.49127], [1.46293, 0.83490, 1.93122], [3.05179, 0.56746, -0.67040], [2.89581, 2.03741, 0.30012], [3.74151, 0.63694, 0.96085], [0.27791, 0.30421, -0.85721], [-2.26177, 0.90004, -1.30650], [-1.75083, -0.17156, -0.39568], [-2.28778, -1.55447, -0.64755], [-1.24050, 0.19499, 0.75239], [-1.75852, 1.84133, -1.09638], [-2.09878, 0.62284, -2.34818], [-3.33450, 1.02693, -1.14630], [-2.13591, -1.84027, -1.68398], [-3.36807, -1.55798, -0.47142], [-1.82478, -2.29375, 0.00537], [-1.07997, -0.57652, 1.39392]], "nbo_charge": [-0.603, -0.317, -0.592, 0.465, -0.640, 0.194, 0.205, 0.217, 0.212, 0.202, 0.231, 0.207, 0.048, -0.706, 0.418, -0.693, -0.623, 0.274, 0.218, 0.242, 0.229, 0.243, 0.221, 0.347]}

=====

Record 4
{"formula": "C7H15NO", "method": "ωB97M-V/def2-TZVPD", "de_lowest_kj_mol": 189.8, "total_energy_ev": -11038.7079, "gap_ev": 9.833, "smiles": "CC(C)(C)O.CC=C=N", "elements": ["C", "C", "C", "C", "O", "H", "H", "H", "H", "H", "H", "H", "H", "H", "H", "C", "C", "C", "N", "H", "H", "H", "H", "H"], "positions_angstrom": [[0.50597, -0.70652, -1.22029], [1.39516, 0.23360, -0.39612], [2.85803, -0.19105, -0.52815], [1.00513, 0.20816, 1.08982], [1.30494, 1.55162, -0.90349], [0.85110, -0.71670, -2.25192], [0.55199, -1.71985, -0.82564], [-0.52532, -0.36376, -1.20637], [3.49199, 0.47659, 0.05046], [2.99237, -1.20914, -0.17329], [3.16280, -0.13112, -1.57169], [1.11877, -0.79513, 1.49433], [-0.02001, 0.53802, 1.22864], [1.65656, 0.88135, 1.64308], [0.37587, 1.83044, -0.85963], [-2.34750, -1.26702, 0.89153], [-2.76618, 0.00159, 0.20828], [-2.11866, 1.12220, 0.13641], [-1.48267, 2.12498, -0.13857], [-1.41651, -1.14811, 1.42705], [-2.22648, -2.05780, 0.15270], [-3.11888, -1.58042, 1.59634], [-3.72817, -0.03103, -0.29319], [-1.52027, 2.94908, 0.44965]], "nbo_charge": [-0.634, 0.249, -0.613, -0.630, -0.747, 0.216, 0.202, 0.208, 0.212, 0.203, 0.214, 0.203, 0.196, 0.216, 0.486, -0.615, -0.408, 0.428, -0.681, 0.223, 0.220, 0.218, 0.247, 0.388]}

=====

Record 5
{"formula": "C7H15NO2S", "method": "ωB97M-V/def2-TZVPD", "de_lowest_kj_mol": 131.3, "total_energy_ev": -23920.6872, "gap_ev": 10.386, "smiles": "CC1(C)CNS(=O)(=O)C1(C)C", "elements": ["C", "C", "C", "C", "N", "S", "O", "O", "C", "C", "C", "H", "H", "H", "H", "H", "H", "H", "H", "H", "H", "H", "H", "H", "H", "H"], "positions_angstrom": [[0.61113, -1.17973, -1.42003], [0.56652, -0.57826, 0.00154], [1.94803, -0.34448, 0.40653], [-0.10430, -1.45295, 1.11366], [-1.50770, -1.53166, 0.62590], [-1.95633, -0.07854, 0.02843], [-2.36545, -0.28461, -1.31710], [-2.82755, 0.53791, 0.93518], [-0.27132, 0.83815, -0.02406], [-0.01502, 1.55271, 1.23398], [-0.23895, 1.63939, -1.21578], [1.27331, -0.49141, -1.95403], [-0.30098, -0.98113, -1.85651], [0.93464, -2.22491, -1.47096], [2.49035, -1.23668, 0.00614], [2.08862, -0.36211, 1.52839], [2.36914, 0.57971, -0.00975], [0.18146, -2.44563, 1.34946], [-0.19161, -0.92493, 2.13386], [-1.85555, -2.26011, -0.13267], [0.03145, 1.01489, 2.08393], [-0.86105, 2.26842, 1.33308], [0.81734, 2.26353, 1.10431], [0.59411, 2.26798, -1.32974], [-1.06230, 2.36027, -1.00408], [-0.34801, 1.05418, -2.14967]], "nbo_charge": [-0.635, -0.038, -0.627, -0.235, -0.894, 2.299, -0.976, -0.942, -0.185, -0.642, -0.659, 0.212, 0.232, 0.219, 0.216, 0.209, 0.213, 0.229, 0.208, 0.423, 0.217, 0.236, 0.219, 0.222, 0.234, 0.245]}

=====

Record 6
{"formula": "C7H15NO3", "method": "ωB97M-V/def2-TZVPD", "de_lowest_kj_mol": 117.6, "total_energy_ev": -15133.6355, "gap_ev": 8.604, "smiles": "C/C=C/c1cc[nH]c1.O.O.O", "elements": ["C", "C", "C", "C", "C", "C", "N", "C", "H", "H", "H", "H", "H", "H", "H", "H", "H", "O", "H", "H", "O", "H", "H", "O", "H", "H"], "positions_angstrom": [[0.35271, 2.89408, -0.01261], [0.24201, 1.47069, 0.51059], [-0.05115, 0.40074, -0.23170], [-0.11407, -0.88654, 0.38048], [0.27802, -1.33356, 1.68626], [-0.05128, -2.64991, 1.82661], [-0.66345, -3.06436, 0.71010], [-0.64543, -2.00419, -0.25701], [1.22479, 3.35099, 0.42127], [0.49092, 2.97582, -1.12216], [-0.52152, 3.53172, 0.17696], [0.51653, 1.39072, 1.55797], [-0.32505, 0.51542, -1.28413], [0.50983, -0.61210, 2.43921], [-0.15251, -3.20908, 2.73916], [-0.88946, -3.98128, 0.37051], [-0.99416, -2.22759, -1.23050], [1.34456, 0.08429, -2.89007], [1.61520, -0.54249, -3.56915], [1.86548, -0.28115, -2.09631], [-1.19189, -0.37392, -3.67547], [-1.00942, 0.56649, -3.70364], [-0.46674, -0.64757, -3.07735], [-0.35556, 1.54806, 3.85584], [-0.94140, 0.95652, 3.35187], [-0.06696, 2.12820, 3.12324]], "nbo_charge": [-0.652, -0.178, -0.212, -0.133, -0.313, -0.042, -0.510, -0.073, 0.213, 0.216, 0.218, 0.173, 0.219, 0.223, 0.214, 0.411, 0.211, -0.950, 0.478, 0.488, -0.948, 0.466, 0.475, -0.924, 0.469, 0.463]}

=====

Record 7
{"formula": "C7H15NS2", "method": "ωB97M-V/def2-TZVPD", "de_lowest_kj_mol": 168.5, "total_energy_ev": -30661.1574, "gap_ev": 9.277, "smiles": "CC1S[C@@H](C)N(C)[C@H](C)S1", "elements": ["C", "C", "S", "C", "C", "N", "C", "C", "C", "S", "H", "H", "H", "H", "H", "H", "H", "H", "H", "H", "H", "H", "H", "H", "H"], "positions_angstrom": [[3.00981, -1.57259, 0.51587], [1.53314, -1.12466, 0.64918], [0.44272, -1.86789, -0.61457], [-0.88627, -0.67250, -1.15423], [-2.18024, -1.37367, -0.62029], [-0.83230, 0.77559, -0.60738], [-0.17382, 1.70007, -1.51902], [-0.39126, 0.76583, 0.80823], [-1.05916, 2.03020, 1.45287], [1.44686, 0.65584, 0.86207], [3.15808, -2.50456, 0.02991], [3.51163, -1.74003, 1.48959], [3.61693, -0.92921, -0.14530], [1.32148, -1.50315, 1.75792], [-0.84922, -0.75408, -2.23785], [-2.35463, -2.39864, -1.08462], [-2.06230, -1.43599, 0.44413], [-3.08835, -0.81504, -0.89313], [0.75542, 2.03751, -1.03555], [-0.77252, 2.51703, -1.87888], [0.16665, 1.21519, -2.46254], [-0.82713, -0.08404, 1.43373], [-1.93559, 2.23154, 0.97592], [-0.43503, 2.87923, 1.27000], [-1.11490, 1.96802, 2.56392]], "nbo_charge": [-0.630, -0.510, 0.154, -0.122, -0.627, -0.478, -0.431, -0.164, -0.611, 0.203, 0.228, 0.220, 0.218, 0.213, 0.218, 0.219, 0.208, 0.213, 0.207, 0.196, 0.202, 0.229, 0.224, 0.206, 0.215]}

=====

Record 8
{"formula": "C7H15O3S2", "method": "ωB97M-V/def2-TZVPD", "total_energy_ev": -35313.4278, "total_charge": -1, "gap_ev": 6.058, "smiles": "CCCCCCCS(=O)(=O)S[O-]", "elements": ["C", "C", "C", "C", "C", "C", "C", "S", "O", "O", "S", "O", "H", "H", "H", "H", "H", "H", "H", "H", "H", "H", "H", "H", "H", "H", "H"], "positions_angstrom": [[-2.61578, 2.82414, -2.46107], [-2.37274, 2.22178, -1.10193], [-1.40262, 1.08748, -1.22120], [-0.91286, 0.44136, 0.06111], [-0.07496, -0.85382, -0.18003], [1.07181, -0.90576, 0.83867], [2.09749, -2.04981, 0.79498], [3.37776, -1.71058, 2.06684], [2.98190, -0.41212, 2.59822], [4.65865, -1.81519, 1.37217], [2.93868, -3.62728, 3.61685], [1.82111, -4.18485, 2.73295], [-2.75092, 2.15775, -3.22656], [-1.77049, 3.60849, -2.67157], [-3.49384, 3.55861, -2.35941], [-3.36016, 1.89220, -0.79973], [-1.86488, 2.91078, -0.53498], [-1.93832, 0.32860, -1.70555], [-0.44087, 1.41571, -1.85822], [-1.60633, 0.31273, 0.86377], [-0.38261, 1.20467, 0.69324], [-0.55201, -1.79823, -0.03189], [0.19711, -0.77652, -1.21891], [0.74744, -0.88084, 1.90121], [1.48477, 0.10300, 0.92237], [2.44949, -2.15871, -0.23485], [1.71316, -2.89360, 1.14352]], "nbo_charge": [-0.580, -0.411, -0.376, -0.408, -0.402, -0.413, -0.647, 1.796, -0.999, -0.994, 0.381, -0.994, 0.198, 0.193, 0.193, 0.196, 0.199, 0.187, 0.188, 0.207, 0.195, 0.203, 0.187, 0.222, 0.216, 0.212, 0.250]}

=====

Record 9
{"formula": "C7H15P", "method": "ωB97M-V/def2-TZVPD", "de_lowest_kj_mol": 81.5, "total_energy_ev": -16788.7975, "gap_ev": 9.399, "smiles": "C=C(C)C(C)(C)PC", "elements": ["C", "C", "C", "C", "C", "C", "P", "C", "H", "H", "H", "H", "H", "H", "H", "H", "H", "H", "H", "H", "H", "H", "H"], "positions_angstrom": [[-2.30044, -0.22238, -0.95644], [-1.43799, 0.33328, -0.10351], [-1.74543, 1.61993, 0.61650], [-0.09731, -0.24640, 0.13508], [0.05512, -0.53589, 1.65759], [0.34191, -1.50552, -0.63438], [1.25259, 1.17934, -0.18864], [2.83310, 0.33806, -0.38246], [-2.38332, -1.16747, -1.51272], [-3.29660, 0.12836, -1.28221], [-2.28288, 1.70861, 1.61269], [-2.43290, 2.18396, -0.04098], [-0.68159, 2.12237, 0.69006], [0.94937, -1.03549, 1.91234], [-0.77489, -1.29487, 1.90127], [-0.05383, 0.34451, 2.25834], [1.34968, -1.77904, -0.33486], [0.38692, -1.27658, -1.69658], [-0.32375, -2.31761, -0.39075], [1.00668, 0.99381, -1.57075], [3.22978, -0.35102, 0.32672], [3.59612, 1.11519, -0.66928], [2.80966, -0.33514, -1.34702]], "nbo_charge": [-0.425, -0.016, -0.671, -0.228, -0.625, -0.622, 0.536, -0.974, 0.208, 0.196, 0.235, 0.228, 0.224, 0.208, 0.205, 0.215, 0.210, 0.215, 0.214, -0.041, 0.237, 0.248, 0.223]}